# 1
{"formula": "C32H49AsBrF4N2PPdSSi3", "method": "wB97M-V/def2-TZVPD", "species": ["H", "C", "C", "H", "Si", "H", "H", "C", "S", "C", "H", "C", "H", "H", "C", "C", "H", "H", "C", "C", "P", "H", "C", "H", "F", "C", "H", "H", "N", "H", "H", "H", "C", "H", "C", "F", "H", "C", "H", "C", "C", "F", "H", "Si", "H", "H", "C", "C", "C", "C", "H", "H", "Si", "H", "H", "C", "H", "C", "H", "H", "C", "C", "H", "C", "H", "H", "H", "C", "C", "Br", "H", "H", "H", "H", "H", "C", "C", "H", "C", "C", "F", "H", "H", "N", "C", "H", "H", "H", "H", "H", "As", "H", "H", "Pd", "H"], "xyz": [[-1.733, 1.415, -4.922], [2.595, 0.516, -2.404], [-3.181, -1.778, -0.057], [-3.116, -1.919, -3.428], [-1.130, 2.425, 0.919], [2.570, -2.325, 0.530], [-3.410, -2.734, -0.538], [-2.195, -1.456, -3.059], [1.849, -0.519, -1.244], [-2.906, 3.706, -2.893], [-2.763, 4.265, 0.490], [2.885, -2.288, 1.565], [-4.904, 0.020, -1.824], [-3.721, 3.068, -3.229], [-2.148, 0.323, 5.396], [0.128, 4.210, -2.609], [0.686, -0.735, -3.724], [0.775, 4.348, -3.477], [3.492, 2.751, -2.913], [-0.930, -5.647, 3.244], [0.231, -1.862, 2.146], [4.033, -2.250, 5.252], [2.383, -2.009, 3.912], [-1.155, 4.748, -0.068], [-1.543, -7.536, 2.002], [-0.352, -3.588, 2.081], [-1.432, -2.228, -3.023], [2.831, 2.384, -0.112], [2.588, 0.159, -3.703], [0.765, 3.947, -1.764], [3.978, -0.609, -5.037], [1.674, -1.832, 4.708], [1.657, -0.853, -4.196], [-2.874, 4.575, -3.558], [4.210, -2.537, 1.882], [-1.099, -6.297, 4.378], [-3.702, -1.103, 5.002], [-0.116, 0.038, 4.140], [2.873, 2.668, -3.802], [-1.696, 4.192, 0.699], [-0.663, -1.072, 3.501], [-1.134, -6.224, -0.301], [-4.131, 1.351, -0.975], [-1.206, 2.950, -3.025], [-0.420, 1.577, 5.596], [0.894, 0.358, 3.921], [-0.514, -4.321, 3.249], [1.970, -2.011, 2.578], [4.624, -2.513, 3.206], [-3.981, 0.604, -1.753], [1.558, -0.719, -5.273], [4.619, 0.638, -3.968], [-2.616, -0.631, -1.446], [-2.718, 0.857, 6.144], [4.539, 2.835, -3.206], [-0.920, 2.090, -4.654], [2.030, -1.859, -3.994], [3.759, 0.348, -4.565], [0.015, 1.527, -4.651], [-2.572, 1.966, 2.800], [3.711, -2.252, 4.219], [0.546, 2.448, 1.736], [0.433, 2.775, 2.772], [3.628, 1.854, -0.636], [-1.516, 4.707, 1.646], [5.658, -2.711, 3.453], [-2.515, -2.018, 0.779], [-2.702, -0.778, 4.754], [-0.546, -4.268, 0.874], [-0.153, -3.475, -0.803], [-1.896, -0.709, -3.797], [3.824, 0.915, -0.129], [-0.846, 2.837, -5.447], [4.528, 2.467, -0.629], [-3.853, 1.113, -2.709], [-0.859, 0.729, 5.086], [-2.469, 1.492, 1.818], [3.213, 3.658, -2.377], [-0.949, -5.586, 0.845], [-1.155, -6.281, 2.034], [-0.260, -3.770, 4.434], [3.580, 1.088, -5.344], [1.166, 3.190, 1.228], [3.264, 1.612, -2.029], [-1.967, -1.468, 3.807], [-0.326, 5.176, -2.383], [-2.305, 0.431, 2.002], [-3.132, 4.080, -1.895], [-2.411, -2.328, 3.319], [4.918, -2.758, 1.094], [-0.831, 1.352, -1.234], [-3.423, 1.605, 1.299], [-4.091, -1.357, 0.372], [-0.575, -0.671, 0.172], [1.084, 1.498, 1.723]], "atomic_forces_ev_per_a": [[-0.027, -0.016, 0.030], [-0.030, -0.198, 0.047], [0.084, 0.063, -0.045], [-0.008, -0.025, -0.016], [-0.036, 0.264, -0.104], [-0.020, 0.009, 0.019], [-0.040, -0.019, 0.015], [-0.040, 0.051, -0.005], [-0.088, 0.024, 0.001], [0.165, 0.036, -0.067], [-0.029, -0.026, -0.024], [0.016, -0.008, -0.049], [-0.051, 0.005, 0.001], [0.074, 0.032, -0.007], [-0.026, -0.006, 0.019], [-0.054, -0.056, -0.088], [-0.013, -0.003, -0.001], [0.007, 0.017, -0.022], [0.046, -0.022, -0.087], [0.039, 0.129, -0.126], [-0.232, 0.279, -0.447], [-0.002, 0.001, 0.010], [0.010, 0.019, -0.039], [0.036, -0.053, -0.004], [-0.022, -0.063, 0.010], [0.090, -0.068, 0.008], [0.027, 0.002, 0.091], [-0.001, 0.000, 0.019], [-0.075, 0.065, 0.021], [-0.039, -0.094, 0.011], [0.037, 0.018, -0.009], [-0.018, -0.007, 0.026], [0.036, 0.019, 0.002], [-0.034, 0.015, -0.008], [0.007, 0.005, 0.023], [0.001, -0.031, 0.040], [-0.019, -0.008, -0.003], [0.018, 0.055, 0.015], [-0.007, -0.006, -0.022], [0.028, -0.030, -0.039], [-0.088, -0.089, 0.022], [-0.003, -0.016, -0.035], [0.066, 0.002, 0.060], [0.014, 0.068, -0.074], [0.002, 0.006, 0.003], [0.008, -0.012, -0.029], [-0.059, -0.185, 0.003], [0.025, -0.042, 0.178], [0.034, -0.010, -0.025], [-0.093, -0.160, -0.111], [-0.016, 0.004, 0.014], [0.012, 0.028, -0.027], [0.029, 0.347, -0.099], [-0.010, 0.000, 0.007], [-0.014, 0.008, -0.013], [0.058, 0.015, 0.144], [-0.021, -0.004, -0.012], [0.009, 0.041, 0.049], [0.026, -0.025, 0.017], [-0.052, -0.007, 0.007], [0.015, 0.004, 0.012], [0.045, -0.056, -0.081], [-0.004, 0.007, 0.032], [-0.001, -0.017, -0.028], [-0.028, 0.017, 0.039], [0.010, 0.001, -0.001], [0.052, 0.040, -0.031], [-0.001, 0.047, 0.033], [0.031, 0.094, -0.125], [-0.014, -0.106, 0.112], [-0.006, 0.019, 0.017], [-0.006, 0.004, 0.020], [-0.035, 0.059, 0.013], [-0.003, -0.005, 0.022], [0.028, -0.075, 0.062], [0.025, 0.005, 0.019], [-0.043, 0.033, 0.038], [0.008, 0.008, 0.000], [-0.030, -0.100, 0.185], [0.037, 0.143, -0.052], [0.000, 0.022, 0.033], [0.019, 0.005, -0.005], [0.018, 0.023, 0.021], [-0.051, 0.028, 0.003], [0.012, -0.021, -0.027], [-0.037, 0.007, -0.019], [0.103, 0.010, -0.046], [0.018, -0.029, 0.046], [0.014, -0.011, -0.003], [0.013, -0.005, -0.006], [-0.291, -0.156, 0.406], [-0.010, 0.024, 0.006], [-0.021, -0.008, 0.017], [0.465, -0.337, 0.035], [-0.073, -0.014, -0.018]], "mulliken_spin": [0.00, 0.02, 0.03, 0.00, 0.00, 0.00, 0.00, -0.01, 0.24, 0.04, 0.00, 0.00, 0.01, 0.00, 0.02, 0.03, -0.01, 0.00, 0.01, 0.00, 0.21, 0.00, 0.01, 0.00, 0.00, -0.02, 0.00, 0.00, 0.02, -0.01, 0.00, 0.00, 0.01, 0.00, 0.00, 0.00, 0.00, 0.02, 0.00, 0.01, 0.00, 0.00, 0.00, 0.03, 0.00, 0.00, 0.01, -0.01, 0.00, 0.07, 0.00, 0.00, -0.01, 0.00, 0.00, 0.00, 0.00, 0.00, 0.00, 0.00, 0.00, 0.00, 0.00, 0.00, 0.00, 0.00, 0.00, 0.00, -0.01, 0.02, 0.00, 0.00, 0.00, 0.00, -0.01, -0.01, 0.04, 0.00, 0.00, 0.00, 0.00, 0.00, 0.00, 0.00, 0.02, 0.00, -0.01, -0.01, 0.00, 0.00, 0.71, 0.01, 0.00, 0.49, 0.00], "total_energy_ev": -225935.629, "relative_energy_kcal_mol": 42.9, "homo_ev": [-12.98, -13.56], "multiplicity": 3, "orbital_gap_ha": [0.2938, 0.2295], "total_charge": 2}

---

# 2
{"formula": "C16H22BrF2NO6S2Si", "method": "wB97M-V/def2-TZVPD", "species": ["H", "H", "O", "O", "H", "Br", "C", "O", "C", "H", "C", "C", "H", "C", "O", "H", "H", "O", "H", "H", "H", "C", "C", "C", "S", "C", "H", "S", "C", "H", "H", "F", "H", "F", "C", "C", "C", "C", "H", "H", "H", "H", "C", "N", "H", "O", "Si", "C", "H", "H", "H"], "xyz": [[-2.458, 1.248, -3.371], [-0.348, -5.894, 1.178], [-0.760, 4.428, -2.857], [1.582, -2.855, 0.631], [2.232, -5.410, 0.647], [-1.525, -1.115, 1.316], [-2.891, 2.397, -5.147], [2.154, -2.928, 3.086], [-0.084, -5.590, 2.193], [1.650, 4.081, -1.636], [0.735, 1.330, 0.866], [1.994, 1.299, 0.296], [2.718, 0.534, 0.572], [-0.972, 0.362, 4.593], [1.227, 2.776, 4.094], [1.289, -0.794, 2.389], [3.294, -5.174, 2.064], [-1.982, -0.257, 4.455], [-0.785, -3.611, 1.584], [-0.819, -6.029, 2.867], [-1.175, 2.333, 0.970], [0.123, 3.314, -0.390], [-0.093, -4.059, 2.292], [-2.001, 1.438, -4.345], [1.576, -3.526, 1.908], [-0.181, 2.322, 0.518], [3.283, 2.355, -1.092], [-0.966, 3.889, -4.178], [2.304, 2.294, -0.619], [0.039, 1.898, -4.971], [-2.552, 2.435, -6.185], [1.873, 0.747, 4.584], [-3.235, 3.808, -3.533], [-0.426, 0.433, 5.835], [-2.722, 3.765, -4.493], [1.337, -6.065, 2.514], [2.266, -5.163, 1.709], [1.403, 3.280, -0.942], [-0.184, 1.858, -3.203], [1.535, -5.945, 3.582], [-0.601, 4.084, -0.614], [-0.329, -3.725, 3.302], [-0.643, 2.124, -4.154], [-0.291, 1.093, 3.608], [-3.041, 4.590, -5.127], [-0.331, 4.460, -5.338], [0.157, 0.103, 2.156], [0.964, 1.618, 4.118], [1.481, -7.114, 2.261], [-3.933, 2.080, -5.144], [-1.888, 0.478, -4.846]], "atomic_forces_ev_per_a": [[0.014, 0.018, -0.009], [0.016, 0.018, 0.009], [0.089, 0.335, -0.361], [0.175, 0.294, 0.167], [0.002, 0.088, -0.007], [0.107, 0.715, 0.361], [0.103, -0.066, -0.018], [0.075, 0.136, -0.112], [0.074, -0.060, -0.005], [0.196, -0.281, 0.048], [-0.974, -0.488, 1.003], [0.108, 0.024, -0.024], [-0.116, 0.111, -0.093], [-1.473, -0.619, 0.428], [-0.278, -0.941, -0.008], [-0.232, -0.011, 0.532], [0.002, 0.177, -0.037], [0.799, 0.485, -0.224], [0.202, 0.025, 0.103], [-0.005, 0.029, -0.015], [0.214, -0.086, 0.024], [0.356, -0.420, 0.483], [-0.380, -0.463, 0.049], [-0.092, 0.021, 0.017], [-0.099, -0.487, -0.191], [-0.591, 0.249, 0.048], [-0.103, -0.248, 0.187], [-0.226, -0.208, 0.042], [0.894, 0.083, -0.351], [0.015, 0.141, -0.006], [-0.028, 0.038, 0.008], [-0.829, -0.295, -0.360], [0.066, 0.039, 0.019], [0.182, 0.460, -0.696], [-0.329, -0.147, -0.147], [-0.087, 0.034, 0.067], [0.065, -0.381, 0.085], [-0.717, 0.964, -0.435], [0.090, 0.160, -0.019], [0.040, -0.006, -0.022], [0.223, -0.041, -0.126], [0.089, 0.097, -0.027], [-0.037, -0.458, 0.044], [1.427, -1.742, 1.388], [0.140, 0.086, 0.063], [0.102, 0.132, 0.130], [0.324, 0.099, -2.013], [0.359, 2.346, -0.018], [0.019, 0.016, 0.008], [0.011, 0.019, -0.008], [0.018, 0.011, 0.021]], "nbo_charge": [0.21, 0.21, -0.95, -0.94, 0.24, -0.27, -0.41, -0.94, -0.40, 0.23, -0.56, -0.12, 0.22, 0.96, -0.48, -0.15, 0.26, -0.54, 0.26, 0.23, 0.21, -0.20, -0.69, -0.40, 2.17, -0.18, 0.22, 2.18, -0.24, 0.25, 0.22, -0.31, 0.24, -0.33, -0.67, -0.41, -0.67, -0.19, 0.26, 0.22, 0.24, 0.25, -0.68, -0.88, 0.26, -0.94, 1.41, 0.96, 0.23, 0.23, 0.23], "smiles": "O=C(F)N(C(=O)F)[Si@@H](Br)c1ccccc1.O=S1(=O)CCCC1.O=S1(=O)CCCC1", "total_energy_ev": -135751.018, "homo_ev": -9.53, "orbital_gap_ha": 0.3588}

---

# 3
{"formula": "C2HBrN2O2", "method": "wB97M-V/def2-TZVPD", "species": ["Br", "C", "N", "C", "O", "H", "N", "O"], "xyz": [[3.344, 0.177, 0.271], [-1.927, -1.813, 0.261], [0.252, -0.536, -0.434], [-0.621, 1.640, -0.039], [-0.936, 2.734, 0.117], [1.859, 0.162, 0.197], [-0.253, 0.546, -0.469], [-1.719, -2.910, 0.095]], "atomic_forces_ev_per_a": [[-1.052, 0.149, 0.023], [-0.126, -0.818, 0.002], [0.739, -1.667, -0.135], [0.876, -1.853, -0.504], [-0.769, 1.747, 0.289], [1.559, -0.284, 0.088], [-1.073, 2.141, 0.134], [-0.154, 0.584, 0.104]], "nbo_charge": [-0.23, 0.48, -0.05, 0.77, -0.40, 0.19, -0.29, -0.49], "total_energy_ev": -79203.404, "relative_energy_kcal_mol": 74.2, "homo_ev": [-9.43, -9.30], "orbital_gap_ha": [0.2770, 0.2780]}